No. 1
C19H8N6O7RhS | ωB97M-V with the def2-TZVPD basis set

Positions of all 42 atoms, in Å:
Rh -0.05 -0.06 -0.02
S -2.94 5.31 4.29
O -0.62 -3.54 -1.95
O 1.63 -0.32 -0.77
O 3.31 -5.17 -4.33
O 5.15 -4.05 -4.30
O -0.57 -1.66 -0.82
O 3.91 0.86 -0.86
O 5.51 -0.04 -1.97
N -2.90 5.18 2.69
N 3.99 -4.23 -4.00
N -0.34 0.40 1.95
N -1.08 1.70 -0.16
N 4.38 -0.02 -1.56
N -2.19 3.95 4.70
C 1.44 -2.39 -1.98
C -2.29 4.04 2.41
C 3.35 -3.20 -3.15
C -1.19 2.05 3.47
C 2.16 -1.27 -1.54
C -1.39 2.29 1.01
C -1.41 2.30 -1.31
C 0.11 -0.32 2.97
C -0.97 1.57 2.19
C 2.04 -3.36 -2.78
C -0.07 0.10 4.29
C -2.06 3.53 -1.32
C -0.72 1.29 4.54
C -2.37 4.14 -0.12
C 3.51 -1.15 -1.95
C 0.03 -2.60 -1.60
C -2.03 3.51 1.08
C -1.88 3.33 3.57
C 4.10 -2.11 -2.74
H -0.88 1.64 5.55
H 1.46 -4.21 -3.10
H -2.30 3.99 -2.27
H 0.30 -0.52 5.10
H 0.61 -1.25 2.73
H -2.88 5.10 -0.10
H -1.14 1.78 -2.22
H 5.13 -2.00 -3.04

The spin multiplicity is 1. The calculation puts the HOMO energy at -12.29 eV. Its gap between HOMO and LUMO is 6.59 eV. Its lowest unoccupied orbital energy is -5.7 eV. The value obtained for the total energy is -56936.42370 eV. As for the total charge: +1.

natural (NBO) population analysis, charges in e, atoms 1 to 6: Rh 1.266; S 1.021; O -0.523; O -0.591; O -0.351; O -0.352


No. 2
C2 | ωB97M-V with the def2-TZVPD basis set

Positions of all 2 atoms, in Å:
C 0.00 0.00 -0.71
C 0.00 0.00 0.71

The value obtained for the energy above the lowest of the compared OMol25 structures with the same formula, charge and spin is 18.1 kcal/mol. The spin multiplicity is 1. The calculation puts the HOMO energy at -10.96 eV. Its gap between HOMO and LUMO is 6.22 eV. Its lowest unoccupied orbital energy is -4.7 eV. The value obtained for the total energy is -2063.94556 eV.

Just the natural (NBO) charges please, in e? Sure, here they are: C 0.000; C 0.000


No. 3
C20H10Cl2N5O5Ru | ωB97M-V with the def2-TZVPD basis set

Positions of all 43 atoms, in Å:
Ru -0.22 -0.19 -0.01
Cl -1.97 1.87 0.08
Cl 4.11 0.00 5.73
O -2.42 2.46 1.27
O -0.26 -0.15 1.98
O -2.29 0.42 0.07
O -2.46 2.46 -1.09
O -0.48 1.87 0.04
N 1.77 -0.16 -0.14
N -2.06 -5.92 1.21
N 0.81 -5.78 -2.19
N -0.27 -2.07 -0.10
N -0.07 -0.11 -1.98
C 1.51 -0.02 -3.81
C -0.86 0.01 -4.22
C 0.43 0.03 -4.70
C -1.36 -5.32 0.52
C 2.83 -0.01 4.60
C 1.21 -0.08 -2.43
C 3.12 -0.04 3.24
C -0.50 -4.58 -0.34
C -0.39 -3.23 -0.20
C -1.07 -0.07 -2.84
C 2.24 -0.11 -1.44
C 3.86 -0.02 -3.24
C 1.50 0.00 5.06
C 2.54 -0.08 0.91
C 0.74 -0.09 2.75
C 0.49 -0.03 4.15
C 2.12 -0.08 2.28
C 2.87 0.00 -4.19
C 3.56 -0.06 -1.88
C 0.22 -5.24 -1.36
H -0.55 -0.02 4.46
H 0.61 0.09 -5.77
H 1.29 0.05 6.12
H 4.16 -0.02 2.93
H 3.61 0.00 0.75
H 4.89 0.01 -3.55
H -1.71 0.06 -4.88
H -2.07 -0.10 -2.42
H 4.37 -0.07 -1.16
H 3.12 0.04 -5.24

The spin multiplicity is 1. The calculation puts the HOMO energy (spin up / spin down) at -11.29 / -11.28 eV. Its gap between HOMO and LUMO (spin up / spin down) is 4.08 / 4.04 eV. Its lowest unoccupied orbital energy (spin up / spin down) is -7.2 / -7.2 eV. The value obtained for the total energy is -66201.22825 eV. As for the total charge: +1.

natural (NBO) population analysis, charges in e, atoms 1 to 6: Ru 1.027; Cl 2.544; Cl 0.098; O -0.719; O -0.512; O -0.792


No. 4
C20H11Cl5N5W | ωB97M-V with the def2-TZVPD basis set

Positions of all 42 atoms, in Å:
W -0.46 0.20 1.05
Cl -2.76 1.20 1.52
Cl -0.56 -3.16 -0.57
Cl -5.70 -0.14 1.36
Cl -5.89 -3.05 0.17
Cl -3.35 -4.56 -0.76
N 0.12 1.57 -0.44
N 1.44 -0.38 0.36
N 0.33 -1.00 2.59
N 1.99 0.19 -0.78
N -0.17 3.43 -1.81
C -1.98 -2.36 -0.08
C 1.68 2.00 -2.30
C 1.48 -1.69 2.28
C -1.90 -1.05 0.43
C -4.34 -0.98 0.81
C 1.26 -3.03 4.23
C -4.39 -2.30 0.27
C 0.09 -2.36 4.54
C 2.11 -1.25 1.03
C -3.08 -0.44 0.84
C 2.36 3.61 -4.46
C -0.33 -1.33 3.71
C 1.29 1.20 -1.16
C 2.79 1.67 -3.09
C -0.53 2.70 -0.80
C 1.26 3.95 -3.70
C 1.98 -2.68 3.08
C 0.94 3.13 -2.63
C 3.12 2.48 -4.16
C -3.22 -2.98 -0.16
H 3.38 0.80 -2.85
H 3.98 2.23 -4.77
H -1.22 -0.75 3.94
H -0.72 4.26 -2.02
H 3.08 -1.59 0.68
H 2.64 4.23 -5.31
H 2.90 -3.18 2.83
H 1.63 -3.82 4.87
H -0.49 -2.61 5.42
H -1.40 3.01 -0.24
H 0.67 4.82 -3.93

Its expectation value of S² is 2.03. The value obtained for the energy above the lowest of the compared OMol25 structures with the same formula, charge and spin is 3.6 kcal/mol. The spin multiplicity is 3. The calculation puts the HOMO energy (spin up / spin down) at -17.58 / -17.61 eV. Its gap between HOMO and LUMO (spin up / spin down) is 6.01 / 6.38 eV. Its lowest unoccupied orbital energy (spin up / spin down) is -11.6 / -11.2 eV. The value obtained for the total energy is -92778.79319 eV. As for the total charge: +3.

natural (NBO) population analysis, charges in e, atoms 1 to 6: W 1.660; Cl 0.142; Cl 0.134; Cl 0.178; Cl 0.250; Cl 0.181